Here is 3 unconnected molecules or ions with the total composition C5H13N from OMol25. Energies are from ωB97M-V/def2-TZVPD.

Calculated values
Energy relative to the best compared isomer or geometry (same formula, charge and spin) (kJ/mol): 677.8
Frontier orbital gap (spin up / spin down) (Eh): 0.247 / 0.306
Lowest unoccupied orbital energy (spin up / spin down) (eV): 0.75 / 1.01
DFT total energy (eV): -6879.172

The geometry in ORCA input format:
```
! wB97M-V def2-TZVPD RIJCOSX def2/J DEFGRID3
* xyz 0 1
C 1.0269 -0.7908 -0.5464
C -1.6968 -1.3150 -1.4265
C -0.7741 -0.3589 1.1581
N -0.1631 -0.0415 -0.1356
H -1.0362 -1.4159 1.1990
H -1.6877 0.2208 1.2703
H 0.8124 -1.8592 -0.5579
H 1.8512 -0.5630 0.1282
H 1.3129 -0.4824 -1.5495
H -1.3839 -1.2417 -2.4650
H -2.6987 -0.9390 -1.2345
H -1.5413 -2.3083 -1.0154
H -0.0896 -0.0774 1.9574
C 0.6836 1.8182 0.3074
C 1.7050 2.0597 1.1060
H 2.2272 1.2643 1.6387
H 2.0989 3.0640 1.2813
H 0.1477 2.6076 -0.2195
H -0.7943 0.3586 -0.8961
*
```